This record from OMol25 describes a single C2H2Cl4 molecule in a non-equilibrium geometry. The level of theory is ωB97M-V with the def2-TZVPD basis set.

Values from the calculation:
SMILES string ... ClCC(Cl)(Cl)Cl
Orbital gap ... 11.53 eV
HOMO level ... -11.1482 eV
Calculated total energy ... -1918.15560 a.u.
Energy above the lowest of the compared OMol25 structures with the same formula, charge and spin ... 4.5 kcal/mol
Total charge ... 0
LUMO energy ... 0.386 eV
Max |F| ... 3.16 eV/A

Bonds (Å) are listed after each position.
Atoms and positions in Å:
1 C -0.72 -1.02 -0.28  C2 1.596, H3 1.172, H4 1.101, Cl5 1.798
2 C 0.43 0.02 0.07  C1 1.596, Cl6 1.699, Cl7 1.739, Cl8 1.862
3 H -0.66 -1.90 0.49  C1 1.172
4 H -0.68 -1.50 -1.27  C1 1.101
5 Cl -2.40 -0.36 -0.29  C1 1.798
6 Cl -0.01 0.72 1.55  C2 1.699
7 Cl 0.66 1.28 -1.11  C2 1.739
8 Cl 1.93 -1.09 -0.03  C2 1.862

These are the Löwdin partial charges, in e, on atoms 1 to 5:
1 C -0.75
2 C -1.68
3 H 0.10
4 H 0.06
5 Cl 0.52

***

This record from OMol25 describes 2 unconnected molecules or ions with the total composition C2HF3NOS in a non-equilibrium geometry. The level of theory is ωB97M-V with the def2-TZVPD basis set.

Values from the calculation:
Orbital gap ... 7.11 eV
HOMO level ... -3.2469 eV
Calculated total energy ... -904.63841 a.u.
Energy above the lowest of the compared OMol25 structures with the same formula, charge and spin ... 36.2 kcal/mol
Total charge ... -1
LUMO energy ... 3.867 eV
Max |F| ... 5.61 eV/A

Bonds (Å) are listed after each position.
Atoms and positions in Å:
1 C 1.21 -0.43 1.56  N3 1.172, O4 1.204
2 C -0.55 0.00 -1.22  F5 1.389, F6 1.328, F7 1.302, H9 1.214
3 N 0.31 0.27 1.28  C1 1.172, S8 1.659
4 O 2.05 -1.29 1.65  C1 1.204
5 F -1.45 0.26 -2.25  C2 1.389
6 F 0.66 0.22 -1.72  C2 1.328
7 F -0.67 -1.19 -0.72  C2 1.302
8 S -0.83 1.39 1.71  N3 1.659
9 H -0.73 0.76 -0.29  C2 1.214

These are the Löwdin partial charges, in e, on atoms 1 to 5:
1 C -0.46
2 C -0.57
3 N -0.52
4 O 0.01
5 F 0.03

***

This record from OMol25 describes 9 unconnected molecules or ions with the total composition C42H102O27S4 in a non-equilibrium geometry. The level of theory is ωB97M-V with the def2-TZVPD basis set.

Values from the calculation:
SMILES string ... CCOS(C)(=O)=O.CCOS(C)(=O)=O.CCOS(C)(=O)=O.CCOS(C)(=O)=O.COCCOCCOC.COCCOCCOC.COCCOCCOC.COCCOCCOC.COCCOCCOC
Orbital gap ... 9.75 eV
HOMO level ... -9.5606 eV
Calculated total energy ... -5285.07502 a.u.
Energy above the lowest of the compared OMol25 structures with the same formula, charge and spin ... 119.0 kcal/mol
Total charge ... 0
LUMO energy ... 0.188 eV
Max |F| ... 3.75 eV/A

Bonds (Å) are listed after each position.
Atoms and positions in Å:
1 O -19.86 20.60 -12.51  S2 1.493
2 S -18.96 20.85 -13.67  O1 1.493, O3 1.459, O4 1.663, C7 1.926
3 O -17.52 20.99 -13.48  S2 1.459
4 O -19.12 19.56 -14.70  S2 1.663, C5 1.396
5 C -20.42 19.22 -15.07  O4 1.396, C6 1.547, H8 1.090, H9 1.090
6 C -20.42 18.42 -16.40  C5 1.547, H10 1.090, H11 1.090, H12 1.090
7 C -19.65 22.37 -14.63  S2 1.926, H13 1.090, H14 1.090, H15 1.090
8 H -21.10 20.07 -15.13  C5 1.090
9 H -20.74 18.52 -14.30  C5 1.090
10 H -19.62 17.67 -16.41  C6 1.090
11 H -20.14 19.14 -17.16  C6 1.090
12 H -21.36 17.93 -16.65  C6 1.090
13 H -20.71 22.56 -14.44  C7 1.090
14 H -19.39 22.10 -15.65  C7 1.090
15 H -19.13 23.26 -14.30  C7 1.090
16 O -24.26 10.14 -15.07  S17 1.470
17 S -22.88 10.57 -14.80  O16 1.470, O18 1.475, O19 1.651, C22 1.856
18 O -22.11 11.33 -15.81  S17 1.475
19 O -22.95 11.47 -13.42  S17 1.651, C20 1.409
20 C -23.62 11.03 -12.27  O19 1.409, C21 1.576, H23 1.090, H24 1.090
21 C -24.01 12.31 -11.44  C20 1.576, H25 1.090, H26 1.090, H27 1.090
22 C -21.83 9.14 -14.25  S17 1.856, H28 1.090, H29 1.090, H30 1.090
23 H -22.87 10.51 -11.66  C20 1.090
24 H -24.39 10.28 -12.47  C20 1.090
25 H -25.09 12.38 -11.57  C21 1.090
26 H -23.67 13.27 -11.81  C21 1.090
27 H -23.75 12.27 -10.38  C21 1.090
28 H -22.37 8.70 -13.41  C22 1.090
29 H -20.92 9.46 -13.75  C22 1.090
30 H -21.53 8.55 -15.11  C22 1.090
31 O -14.88 18.04 -5.64  S32 1.480
32 S -15.74 19.08 -5.03  O31 1.480, O33 1.449, O34 1.694, C37 1.801
33 O -15.73 19.28 -3.59  S32 1.449
34 O -15.31 20.58 -5.68  S32 1.694, C35 1.407
35 C -15.35 20.83 -7.07  O34 1.407, C36 1.488, H38 1.090, H39 1.090
36 C -15.17 22.30 -7.22  C35 1.488, H40 1.090, H41 1.090, H42 1.090
37 C -17.45 18.92 -5.57  S32 1.801, H43 1.090, H44 1.090, H45 1.090
38 H -16.27 20.46 -7.53  C35 1.090
39 H -14.51 20.25 -7.45  C35 1.090
40 H -15.97 22.85 -6.73  C36 1.090
41 H -15.12 22.53 -8.29  C36 1.090
42 H -14.26 22.72 -6.81  C36 1.090
43 H -17.79 19.95 -5.72  C37 1.090
44 H -17.98 18.40 -4.77  C37 1.090
45 H -17.50 18.35 -6.49  C37 1.090
46 O -8.85 18.38 -13.82  S47 1.491
47 S -9.01 16.89 -13.81  O46 1.491, O48 1.486, O49 1.692, C52 1.872
48 O -9.33 16.14 -15.04  S47 1.486
49 O -7.65 16.22 -13.06  S47 1.692, C50 1.394
50 C -7.50 14.83 -13.06  O49 1.394, C51 1.542, H53 1.090, H54 1.090
51 C -7.16 14.38 -11.62  C50 1.542, H55 1.090, H56 1.090, H57 1.090
52 C -10.29 16.69 -12.46  S47 1.872, H58 1.090, H59 1.090, H60 1.090
53 H -6.71 14.43 -13.69  C50 1.090
54 H -8.45 14.35 -13.29  C50 1.090
55 H -6.48 15.07 -11.12  C51 1.090
56 H -6.72 13.40 -11.78  C51 1.090
57 H -8.08 14.31 -11.04  C51 1.090
58 H -9.84 16.93 -11.50  C52 1.090
59 H -10.77 15.72 -12.65  C52 1.090
60 H -11.05 17.44 -12.68  C52 1.090
61 C -15.85 12.65 -10.33  O62 1.419, H70 1.090, H71 1.090, H72 1.090
62 O -15.74 11.27 -10.00  C61 1.419, C63 1.442
63 C -14.79 11.00 -8.95  O62 1.442, C64 1.523, H73 1.090, H74 1.090
64 C -13.33 11.39 -9.13  C63 1.523, O65 1.414, H75 1.090, H76 1.090
65 O -12.67 10.84 -10.25  C64 1.414, C66 1.458
66 C -12.57 9.41 -10.51  O65 1.458, C67 1.541, H77 1.090, H78 1.090
67 C -11.48 8.70 -9.68  C66 1.541, O68 1.393, H79 1.090, H80 1.090
68 O -11.72 8.62 -8.31  C67 1.393, C69 1.411
69 C -10.60 8.30 -7.52  O68 1.411, H81 1.090, H82 1.090, H83 1.090
70 H -15.85 13.39 -9.54  C61 1.090
71 H -16.84 12.83 -10.74  C61 1.090
72 H -15.07 12.89 -11.05  C61 1.090
73 H -14.85 9.92 -8.84  C63 1.090
74 H -15.04 11.47 -8.00  C63 1.090
75 H -12.78 11.22 -8.20  C64 1.090
76 H -13.18 12.47 -9.19  C64 1.090
77 H -12.35 9.39 -11.57  C66 1.090
78 H -13.58 9.00 -10.40  C66 1.090
79 H -10.56 9.21 -9.95  C67 1.090
80 H -11.33 7.67 -10.03  C67 1.090
81 H -9.71 8.93 -7.60  C69 1.090
82 H -10.39 7.24 -7.66  C69 1.090
83 H -10.90 8.38 -6.47  C69 1.090
84 C -7.40 15.15 1.49  O85 1.444, H93 1.090, H94 1.090, H95 1.090
85 O -7.89 13.86 1.91  C84 1.444, C86 1.422
86 C -8.18 12.96 0.85  O85 1.422, C87 1.477, H96 1.090, H97 1.090
87 C -9.21 13.32 -0.14  C86 1.477, O88 1.448, H98 1.090, H99 1.090
88 O -10.47 13.29 0.57  C87 1.448, C89 1.414
89 C -11.67 13.69 -0.07  O88 1.414, C90 1.588, H100 1.090, H101 1.090
90 C -12.17 12.75 -1.25  C89 1.588, O91 1.402, H102 1.090, H103 1.090
91 O -12.24 11.42 -0.85  C90 1.402, C92 1.481
92 C -12.79 10.51 -1.88  O91 1.481, H104 1.090, H105 1.090, H106 1.090
93 H -7.08 15.58 2.44  C84 1.090
94 H -8.06 15.79 0.90  C84 1.090
95 H -6.52 15.07 0.85  C84 1.090
96 H -8.53 12.03 1.30  C86 1.090
97 H -7.26 12.72 0.31  C86 1.090
98 H -9.19 12.58 -0.95  C87 1.090
99 H -9.06 14.25 -0.68  C87 1.090
100 H -11.48 14.70 -0.42  C89 1.090
101 H -12.41 13.79 0.72  C89 1.090
102 H -11.47 12.90 -2.08  C90 1.090
103 H -13.09 13.13 -1.71  C90 1.090
104 H -13.74 10.83 -2.31  C92 1.090
105 H -13.03 9.53 -1.47  C92 1.090
106 H -12.14 10.25 -2.72  C92 1.090
107 C -18.32 2.11 -11.64  O108 1.452, H116 1.090, H117 1.090, H118 1.090
108 O -18.84 3.13 -10.75  C107 1.452, C109 1.425
109 C -17.82 3.57 -9.86  O108 1.425, C110 1.553, H119 1.090, H120 1.090
110 C -17.13 2.56 -8.90  C109 1.553, O111 1.439, H121 1.090, H122 1.090
111 O -15.96 2.07 -9.58  C110 1.439, C112 1.436
112 C -14.89 1.68 -8.71  O111 1.436, C113 1.496, H123 1.090, H124 1.090
113 C -13.78 1.12 -9.55  C112 1.496, O114 1.483, H125 1.090, H126 1.090
114 O -14.10 -0.26 -10.00  C113 1.483, C115 1.449
115 C -15.21 -0.29 -10.94  O114 1.449, H127 1.090, H128 1.090, H129 1.090
116 H -17.45 2.49 -12.19  C107 1.090
117 H -19.16 1.84 -12.28  C107 1.090
118 H -18.00 1.19 -11.14  C107 1.090
119 H -18.40 4.34 -9.35  C109 1.090
120 H -17.05 4.12 -10.40  C109 1.090
121 H -17.79 1.72 -8.66  C110 1.090
122 H -16.79 3.09 -8.01  C110 1.090
123 H -15.12 1.00 -7.89  C112 1.090
124 H -14.50 2.56 -8.21  C112 1.090
125 H -12.89 1.10 -8.93  C113 1.090
126 H -13.53 1.80 -10.36  C113 1.090
127 H -15.05 -1.14 -11.60  C115 1.090
128 H -15.26 0.59 -11.58  C115 1.090
129 H -16.18 -0.42 -10.47  C115 1.090
130 C -6.85 1.18 -4.18  O131 1.443, H139 1.090, H140 1.090, H141 1.090
131 O -6.35 1.89 -5.33  C130 1.443, C132 1.375
132 C -5.10 1.55 -5.79  O131 1.375, C133 1.612, H142 1.090, H143 1.090
133 C -4.50 2.54 -6.91  C132 1.612, O134 1.436, H144 1.090, H145 1.090
134 O -4.38 3.92 -6.52  C133 1.436, C135 1.423
135 C -3.27 4.24 -5.68  O134 1.423, C136 1.517, H146 1.090, H147 1.090
136 C -3.15 5.74 -5.46  C135 1.517, O137 1.442, H148 1.090, H149 1.090
137 O -3.26 6.61 -6.60  C136 1.442, C138 1.407
138 C -2.99 7.96 -6.32  O137 1.407, H150 1.090, H151 1.090, H152 1.090
139 H -7.86 1.46 -3.88  C130 1.090
140 H -6.18 1.14 -3.32  C130 1.090
141 H -7.05 0.15 -4.48  C130 1.090
142 H -5.08 0.55 -6.24  C132 1.090
143 H -4.42 1.53 -4.94  C132 1.090
144 H -5.26 2.66 -7.69  C133 1.090
145 H -3.53 2.23 -7.29  C133 1.090
146 H -2.32 3.83 -6.02  C135 1.090
147 H -3.57 3.82 -4.72  C135 1.090
148 H -2.19 6.01 -5.02  C136 1.090
149 H -3.90 5.94 -4.70  C136 1.090
150 H -1.95 8.12 -6.02  C138 1.090
151 H -3.66 8.31 -5.54  C138 1.090
152 H -3.19 8.53 -7.23  C138 1.090
153 C -8.63 5.34 -16.43  O154 1.425, H162 1.090, H163 1.090, H164 1.090
154 O -7.72 6.37 -16.03  C153 1.425, C155 1.496
155 C -6.37 5.81 -15.73  O154 1.496, C156 1.596, H165 1.090, H166 1.090
156 C -5.29 6.96 -15.47  C155 1.596, O157 1.475, H167 1.090, H168 1.090
157 O -5.10 7.93 -16.56  C156 1.475, C158 1.407
158 C -5.16 7.45 -17.88  O157 1.407, C159 1.505, H169 1.090, H170 1.090
159 C -5.10 8.59 -18.86  C158 1.505, O160 1.433, H171 1.090, H172 1.090
160 O -4.85 8.01 -20.15  C159 1.433, C161 1.456
161 C -5.06 8.83 -21.33  O160 1.456, H173 1.090, H174 1.090, H175 1.090
162 H -9.51 5.90 -16.74  C153 1.090
163 H -9.00 4.67 -15.67  C153 1.090
164 H -8.35 4.86 -17.37  C153 1.090
165 H -6.16 5.05 -16.48  C155 1.090
166 H -6.55 5.28 -14.79  C155 1.090
167 H -4.38 6.37 -15.53  C156 1.090
168 H -5.40 7.42 -14.49  C156 1.090
169 H -6.11 6.94 -18.05  C158 1.090
170 H -4.31 6.78 -17.97  C158 1.090
171 H -4.27 9.23 -18.59  C159 1.090
172 H -6.04 9.13 -18.84  C159 1.090
173 H -4.24 9.55 -21.26  C161 1.090
174 H -6.05 9.28 -21.27  C161 1.090
175 H -4.88 8.22 -22.22  C161 1.090

These are the Löwdin partial charges, in e, on atoms 1 to 5:
1 O -0.34
2 S 0.71
3 O -0.30
4 O -0.26
5 C -0.32

***

This record from OMol25 describes a single C3H2ClN3 molecule in a non-equilibrium geometry. The level of theory is ωB97M-V with the def2-TZVPD basis set.

Values from the calculation:
SMILES string ... Clc1cnncn1
Orbital gap ... 9.70 eV
HOMO level ... -10.0183 eV
Calculated total energy ... -739.94014 a.u.
Energy above the lowest of the compared OMol25 structures with the same formula, charge and spin ... 0.0 kcal/mol
Total charge ... 0
LUMO energy ... -0.319 eV
Max |F| ... 1.69 eV/A

Bonds (Å) are listed after each position.
Atoms and positions in Å:
1 C 0.48 -0.30 -0.83  C2 1.409, N8 1.300, Cl9 1.727
2 C 0.72 -0.85 0.44  C1 1.409, H4 1.076, N6 1.316
3 C -1.02 1.03 0.13  H5 1.138, N7 1.323, N8 1.346
4 H 1.45 -1.63 0.61  C2 1.076
5 H -1.80 1.85 0.01  C3 1.138
6 N 0.06 -0.41 1.50  C2 1.316, N7 1.332
7 N -0.84 0.55 1.35  C3 1.323, N6 1.332
8 N -0.40 0.64 -1.01  C1 1.300, C3 1.346
9 Cl 1.35 -0.89 -2.20  C1 1.727

These are the Löwdin partial charges, in e, on atoms 1 to 5:
1 C -0.73
2 C -0.14
3 C -0.20
4 H 0.10
5 H 0.13

***

Which formula does entry 3 have?
C42H102O27S4

***

Among the records above, which one has the lowest LUMO energy?
C3H2ClN3

***

Which value of orbital gap does entry 1 give?
11.53 eV